Version w
{
  "formula": "C2H5NOS",
  "method": "ωB97M-V/def2-TZVPD",
  "elements": ["C", "C", "H", "H", "H", "H", "H", "N", "O", "S"],
  "xyz": [[-0.3114, 0.9602, -0.9900], [0.1110, -0.1324, 0.0305], [1.9463, 0.7025, -2.2133], [1.3851, 2.7300, -0.9509], [-0.6901, 1.7077, -0.1896], [-1.0816, 0.5527, -1.8596], [-1.2776, 0.5650, 2.4679], [0.8400, 1.4728, -1.6257], [1.0364, -0.8895, -0.2592], [-0.8282, -0.9012, 1.3722]],
  "lowdin_charge": [-0.410, -0.832, 0.269, 0.239, 0.115, 0.174, 0.072, -0.188, -0.082, 0.643],
  "lumo_energy_ev": -0.731,
  "orbital_gap_ev": 8.28,
  "charge": 0,
  "multiplicity": 1
}

Version x
{
  "formula": "C2H5NOS",
  "method": "ωB97M-V/def2-TZVPD",
  "elements": ["N", "C", "C", "O", "S", "H", "H", "H", "H", "H"],
  "xyz": [[1.7035, -0.1222, -0.1748], [0.4045, -0.3997, 0.5120], [-0.7376, 0.5525, 0.1209], [-0.5727, 1.7625, 0.0855], [-2.4063, -0.1033, 0.0544], [1.8363, 0.9530, -0.2661], [1.6555, -0.6055, -1.0865], [0.0993, -1.4099, 0.3530], [0.5228, -0.1055, 1.5854], [-2.5054, -0.5218, -1.1838]],
  "lowdin_charge": [-0.021, -0.262, -0.748, 0.006, 0.788, 0.110, 0.068, 0.084, 0.132, -0.156],
  "lumo_energy_ev": 0.304,
  "orbital_gap_ev": 9.84,
  "charge": 0,
  "multiplicity": 1
}

Version y
{
  "formula": "C2H5NOS",
  "method": "ωB97M-V/def2-TZVPD",
  "elements": ["C", "C", "H", "H", "H", "H", "H", "N", "O", "S"],
  "xyz": [[1.6047, 0.4272, 0.1264], [0.3165, -0.2706, -0.0860], [4.0308, -0.5538, 0.6149], [1.6773, 1.3992, -0.2610], [1.4478, 0.9658, 1.1207], [0.1567, -1.4464, -0.1644], [-2.8567, 0.5123, -1.1611], [-0.6693, 0.4998, -0.1565], [2.9058, -0.3099, -0.1782], [-2.1590, -0.1773, 0.1331]],
  "lowdin_charge": [-0.239, -0.314, 0.307, 0.088, 0.136, 0.143, -0.007, -0.481, -0.264, 0.631],
  "lumo_energy_ev": -0.412,
  "orbital_gap_ev": 8.27,
  "charge": 0,
  "multiplicity": 1
}

Version z
{
  "formula": "C2H5NOS",
  "method": "ωB97M-V/def2-TZVPD",
  "elements": ["C", "C", "H", "H", "H", "H", "H", "N", "O", "S"],
  "xyz": [[-1.9261, -0.2474, 0.2398], [0.5079, -0.2336, -0.1983], [-2.5691, -1.1200, 0.4435], [-2.1110, 0.3577, 1.2750], [-2.5414, 0.4848, -0.5245], [0.9204, -2.1895, 0.2836], [2.4541, -0.9957, 1.5442], [1.4911, -1.1683, 0.0035], [-0.6034, -0.9135, -0.3872], [0.4216, 1.3647, -0.0123]],
  "lowdin_charge": [-0.085, -1.143, 0.053, 0.117, 0.117, 0.156, 0.308, -0.005, -0.205, 0.686],
  "lumo_energy_ev": -1.985,
  "orbital_gap_ev": 6.69,
  "charge": 0,
  "multiplicity": 1
}

version x is favored, and the nearest alternative lies 111.4 kcal/mol above it.

Version w
{
  "formula": "C2H5NOS",
  "method": "ωB97M-V/def2-TZVPD",
  "elements": ["N", "C", "S", "C", "O", "H", "H", "H", "H", "H"],
  "xyz": [[-1.0792, -0.2004, 1.0262], [-0.5302, 0.3582, -0.0124], [-1.0239, 1.9344, -0.7340], [0.6039, -0.3601, -0.6058], [1.8457, 0.0089, -0.0627], [-0.8589, -1.1874, 1.1867], [-1.9591, 0.0552, 1.4292], [0.4327, -1.3445, -0.3026], [0.5075, -0.2541, -1.6420], [2.0614, 0.9899, -0.2827]],
  "lowdin_charge": [0.119, -0.769, 0.466, -0.331, -0.061, 0.128, 0.112, 0.096, 0.094, 0.147],
  "lumo_energy_ev": 0.290,
  "orbital_gap_ev": 8.66,
  "charge": 0,
  "multiplicity": 1
}

Version x
{
  "formula": "C2H5NOS",
  "method": "ωB97M-V/def2-TZVPD",
  "elements": ["C", "S", "N", "C", "O", "H", "H", "H", "H", "H"],
  "xyz": [[-0.0941, 1.3923, 0.0976], [0.9900, 0.5178, -1.0044], [0.7586, -1.1463, -0.4353], [-0.2787, -1.7834, -0.8955], [-1.0944, -1.1993, -1.5476], [-0.2761, 0.8860, 1.1817], [-1.1441, 1.5964, -0.2877], [0.1783, 2.4156, 0.4421], [1.6022, -1.3710, 0.0867], [-0.4197, -2.9215, -0.6265]],
  "lowdin_charge": [-0.474, 0.853, -0.266, -0.514, -0.020, 0.096, 0.045, 0.028, 0.091, 0.160],
  "lumo_energy_ev": 0.763,
  "orbital_gap_ev": 9.84,
  "charge": 0,
  "multiplicity": 1
}

version w is favored, and the nearest alternative lies 7.1 kcal/mol above it.

Version w
{
  "formula": "C3H7N5",
  "method": "ωB97M-V/def2-TZVPD",
  "elements": ["H", "N", "C", "N", "C", "N", "N", "C", "N", "H", "H", "H", "H", "H", "H"],
  "xyz": [[3.2235, -1.0672, -0.7120], [2.8290, -0.2756, -0.1508], [1.5414, -0.2270, -0.2050], [0.8046, 0.6894, 0.6266], [-0.4965, 1.1866, 0.0726], [-0.8328, 2.4832, 0.1382], [-1.2987, 0.2251, -0.4290], [-1.6116, -1.0860, -0.0609], [-0.7873, -1.8471, 0.6299], [-1.1990, -2.7597, 0.7298], [0.7638, -0.9179, -0.6950], [1.4846, 1.2946, 1.1980], [0.0130, 3.0315, 0.4097], [-2.0028, 0.7445, -0.9445], [-2.4312, -1.4744, -0.6075]],
  "lowdin_charge": [0.050, 0.053, -0.313, 0.046, -0.437, 0.091, 0.053, -0.222, 0.085, 0.035, 0.107, 0.158, 0.044, 0.142, 0.108],
  "lumo_energy_ev": 0.648,
  "orbital_gap_ev": 9.80,
  "charge": 0,
  "multiplicity": 1
}

Version x
{
  "formula": "C3H7N5",
  "method": "ωB97M-V/def2-TZVPD",
  "elements": ["H", "N", "C", "N", "C", "N", "N", "N", "C", "H", "H", "H", "H", "H", "H"],
  "xyz": [[2.3778, -1.7991, 2.0915], [1.8110, -1.1612, 1.4522], [0.5774, -1.3642, 1.4726], [-0.1932, -0.7461, 0.4419], [0.4987, 0.4170, -0.2785], [-0.3606, 1.4283, -0.6996], [0.3786, 2.5343, -0.7844], [-1.3040, -1.4143, 0.0714], [-2.0121, -0.7927, -0.7747], [-0.0231, -2.0897, 2.2092], [1.5979, 0.4954, -0.1707], [1.3529, 2.3559, -1.0092], [-0.2318, 3.1693, -1.5567], [-1.5454, 0.0786, -1.1763], [-2.9241, -1.1115, -1.2887]],
  "lowdin_charge": [0.079, 0.046, -0.274, -0.165, -0.035, -0.099, -0.071, -0.010, -0.049, 0.157, 0.101, 0.070, 0.174, 0.004, 0.071],
  "lumo_energy_ev": 0.705,
  "orbital_gap_ev": 8.70,
  "charge": 0,
  "multiplicity": 1
}

version w is favored, and the nearest alternative lies 87.0 kcal/mol above it.

Version w
{
  "formula": "C3H7N5",
  "method": "ωB97M-V/def2-TZVPD",
  "elements": ["H", "N", "C", "N", "C", "N", "N", "C", "N", "H", "H", "H", "H", "H", "H"],
  "xyz": [[1.2573, -2.0909, -1.1535], [0.5112, -1.4896, -0.8016], [0.9684, -0.4115, -0.2510], [2.2494, -0.2130, 0.2020], [0.0008, 0.6442, 0.0110], [0.2810, 1.5856, 1.0389], [-0.9233, 1.0564, -1.0979], [-1.4100, 0.0515, -0.5333], [-2.4610, -0.7093, -0.3081], [2.3930, 0.5988, 0.7818], [2.7989, -1.0257, 0.4303], [0.4079, 2.5138, 0.6477], [-0.4458, 1.6237, 1.7444], [-2.2866, -1.6385, 0.0448], [-3.3412, -0.4958, -0.7555]],
  "lowdin_charge": [0.042, 0.096, -0.467, 0.126, -0.385, 0.070, 0.169, -0.358, 0.158, 0.075, 0.094, 0.084, 0.081, 0.105, 0.110],
  "lumo_energy_ev": 0.933,
  "orbital_gap_ev": 9.32,
  "charge": 0,
  "multiplicity": 1
}

Version x
{
  "formula": "C3H7N5",
  "method": "ωB97M-V/def2-TZVPD",
  "elements": ["C", "C", "C", "H", "H", "H", "H", "H", "H", "H", "N", "N", "N", "N", "N"],
  "xyz": [[-0.4131, 1.1453, -0.1935], [0.3451, -0.9651, 1.0018], [0.3453, -1.9899, -1.4071], [-0.6287, 3.4588, 1.9247], [0.5552, 1.8977, 2.1796], [-0.6159, 0.7237, -1.2233], [0.6612, -1.1821, 2.0341], [0.4761, -3.6103, 0.5140], [1.0741, -2.8146, -1.8123], [-0.5173, -1.2406, -3.0114], [-0.0428, 2.6071, 1.3240], [-0.7242, 2.3100, 0.2724], [0.2193, 0.3258, 0.8265], [0.5771, -2.1787, -0.0340], [-0.4106, -1.1177, -1.9622]],
  "lowdin_charge": [-0.231, -0.141, -0.400, 0.157, 0.215, 0.073, 0.085, 0.313, 0.124, 0.086, -0.160, -0.107, -0.003, -0.064, 0.052],
  "lumo_energy_ev": -0.732,
  "orbital_gap_ev": 6.86,
  "charge": 0,
  "multiplicity": 1
}

Version y
{
  "formula": "C3H7N5",
  "method": "ωB97M-V/def2-TZVPD",
  "elements": ["C", "N", "C", "C", "N", "N", "N", "N", "H", "H", "H", "H", "H", "H", "H"],
  "xyz": [[-2.5503, -0.1865, -0.1440], [-1.3705, -0.9800, 0.0513], [-0.1842, -0.5371, 0.0089], [0.9927, -1.3362, 0.2914], [1.9955, -0.6173, 0.0240], [1.7224, 0.5754, -0.2017], [0.3101, 0.7054, -0.4374], [-0.3370, 1.6558, 0.4250], [-2.6827, 0.3041, -1.1705], [-2.7672, 0.6197, 0.6515], [-3.4633, -0.7896, -0.2474], [0.9357, -2.4338, 0.4566], [2.3464, 0.7954, -0.9637], [-0.3615, 2.7137, 0.0213], [0.2003, 1.7741, 1.2866]],
  "lowdin_charge": [-0.190, 0.032, -0.387, -0.066, -0.007, -0.048, -0.077, 0.025, 0.084, 0.088, 0.050, 0.128, 0.142, 0.147, 0.079],
  "lumo_energy_ev": 0.623,
  "orbital_gap_ev": 9.10,
  "charge": 0,
  "multiplicity": 1
}

version w is favored, and the nearest alternative lies 56.6 kcal/mol above it.

Version w
{
  "formula": "C10H20Br10",
  "method": "ωB97M-V/def2-TZVPD",
  "elements": ["Br", "C", "C", "Br", "H", "H", "H", "H", "Br", "C", "C", "Br", "H", "H", "H", "H", "Br", "C", "C", "Br", "H", "H", "H", "H", "Br", "C", "C", "Br", "H", "H", "H", "H", "Br", "C", "C", "Br", "H", "H", "H", "H"],
  "xyz": [[0.9764, -0.3572, 5.5642], [2.2889, -1.4645, 6.6007], [2.3161, -2.9011, 5.9807], [3.2491, -4.1578, 7.2026], [2.0606, -1.4478, 7.6664], [3.2677, -1.0185, 6.4244], [2.8092, -2.8845, 5.0088], [1.3704, -3.3259, 5.6442], [1.1330, -2.8265, -5.5306], [2.2003, -1.1934, -5.9253], [3.3229, -1.0267, -4.9072], [4.5175, -2.6697, -4.7869], [1.5838, -0.2985, -6.0102], [2.6010, -1.3653, -6.9243], [2.9159, -0.7795, -3.9267], [3.8849, -0.1259, -5.1539], [-5.3581, -3.6225, -3.1801], [-3.9498, -2.7284, -4.2302], [-4.4956, -2.8460, -5.7305], [-3.5181, -1.4924, -6.8156], [-2.9770, -3.1791, -4.0339], [-3.8576, -1.7116, -3.8486], [-5.5433, -2.5515, -5.7923], [-4.3032, -3.7572, -6.2968], [3.1628, 0.8409, 1.0841], [1.2994, 0.6958, 0.3737], [1.1161, 1.7352, -0.6579], [-0.6808, 1.4274, -1.3381], [0.5811, 0.9016, 1.1673], [1.0484, -0.3052, 0.0230], [1.8707, 1.6623, -1.4411], [1.2271, 2.7472, -0.2685], [-2.9967, 3.2898, 3.0624], [-1.8557, 4.8647, 3.5045], [-2.2075, 5.1404, 4.9784], [-1.1397, 6.7572, 5.5489], [-1.8616, 5.7104, 2.8168], [-0.8134, 4.5538, 3.4335], [-1.9904, 4.2893, 5.6238], [-3.2549, 5.4204, 5.0906]],
  "lowdin_charge": [0.549, -0.633, -0.682, 0.575, 0.047, 0.050, 0.051, 0.043, 0.539, -0.652, -0.631, 0.522, 0.065, 0.048, 0.050, 0.060, 0.587, -0.645, -0.649, 0.541, 0.052, 0.040, 0.029, 0.045, 0.575, -0.711, -0.732, 0.642, 0.052, 0.055, 0.053, 0.063, 0.585, -0.664, -0.664, 0.543, 0.060, 0.047, 0.051, 0.044],
  "lumo_energy_ev": 0.187,
  "orbital_gap_ev": 10.26,
  "charge": 0,
  "multiplicity": 1
}

Version x
{
  "formula": "C10H20Br10",
  "method": "ωB97M-V/def2-TZVPD",
  "elements": ["Br", "C", "C", "Br", "H", "H", "H", "H", "Br", "C", "C", "Br", "H", "H", "H", "H", "Br", "C", "C", "Br", "H", "H", "H", "H", "Br", "C", "C", "Br", "H", "H", "H", "H", "Br", "C", "C", "Br", "H", "H", "H", "H"],
  "xyz": [[-8.5859, 2.3731, -0.9259], [-9.3816, 1.8866, 0.8479], [-9.8901, 3.1912, 1.5163], [-10.3846, 2.7952, 3.3593], [-8.4989, 1.4752, 1.3375], [-10.2111, 1.1869, 0.7459], [-10.8045, 3.5662, 1.0565], [-9.1266, 3.9686, 1.4867], [8.7377, 5.8531, 5.1256], [8.9413, 3.8565, 5.3606], [9.1445, 3.2079, 4.0578], [9.6074, 1.3072, 4.3769], [8.0689, 3.5346, 5.9292], [9.8616, 3.7293, 5.9307], [9.9628, 3.5963, 3.4515], [8.2314, 3.1668, 3.4638], [-1.2776, 1.9246, -5.9764], [-2.9042, 0.7563, -6.1567], [-2.6883, -0.5451, -5.3047], [-4.2048, -1.7834, -5.7061], [-3.0804, 0.4171, -7.1774], [-3.7692, 1.2763, -5.7449], [-2.6883, -0.3465, -4.2330], [-1.6915, -0.9759, -5.3989], [-1.9884, -0.1996, 1.4466], [-0.3915, 1.1034, 1.7394], [0.7135, 1.0446, 0.7215], [2.0467, 2.4229, 1.1437], [0.0063, 0.9301, 2.7393], [-0.8353, 2.0966, 1.6711], [0.2907, 1.2383, -0.2644], [1.1222, 0.0432, 0.5863], [1.2077, -6.2613, -1.7371], [2.5202, -7.6636, -1.2077], [3.9661, -7.2535, -1.6313], [4.3674, -5.4107, -1.0040], [2.2380, -8.6590, -1.5508], [2.4452, -7.6462, -0.1204], [4.1642, -7.3047, -2.7019], [4.7591, -7.8983, -1.2525]],
  "lowdin_charge": [0.553, -0.645, -0.708, 0.605, 0.040, 0.058, 0.050, 0.047, 0.547, -0.671, -0.693, 0.592, 0.062, 0.048, 0.057, 0.057, 0.551, -0.646, -0.666, 0.572, 0.043, 0.051, 0.046, 0.049, 0.484, -0.622, -0.697, 0.622, 0.051, 0.044, 0.055, 0.064, 0.536, -0.635, -0.644, 0.541, 0.060, 0.040, 0.051, 0.051],
  "lumo_energy_ev": 0.155,
  "orbital_gap_ev": 10.08,
  "charge": 0,
  "multiplicity": 1
}

version x is favored, and the nearest alternative lies 2.0 kcal/mol above it.